1) Formula: C4H7BrOS
Source: the Open Molecules 2025 dataset
Level of theory: ωB97M-V with the def2-TZVPD basis set

Each line ends with the Mulliken charge.
Atoms and positions in Å:
C (0.131, 1.115, 0.289)  -0.5922
C (-0.694, 0.300, 1.297)  -0.6247
C (-0.162, -0.712, -1.259)  -0.7723
C (0.920, 0.201, -0.581)  -0.1856
O (-0.708, -2.335, 0.665)  -0.5850
S (-1.299, -1.071, 0.233)  0.4209
Br (2.373, -0.869, 0.437)  -0.1360
H (-0.564, 1.723, -0.491)  0.2737
H (0.843, 1.694, 0.824)  0.3202
H (-0.101, -0.042, 2.089)  0.4457
H (-1.609, 0.898, 1.630)  0.3241
H (-0.813, -0.054, -1.958)  0.3227
H (0.117, -1.575, -1.744)  0.4421
H (1.567, 0.728, -1.430)  0.3464

Output
HOMO energy	-8.7	eV


2) Formula: C4H7BrOS
Source: the Open Molecules 2025 dataset
Level of theory: ωB97M-V with the def2-TZVPD basis set

Each line ends with the Mulliken charge.
Atoms and positions in Å:
C (-2.813, 1.197, -0.741)  -0.4374
C (-1.633, 1.266, -0.197)  0.0119
C (1.623, -1.575, 1.094)  -0.9036
C (0.758, -0.227, -1.078)  -0.8241
O (2.583, 0.854, 0.438)  -0.6452
S (1.304, 0.160, 0.510)  0.6539
Br (-0.973, 2.022, 1.342)  -0.0610
H (-3.707, 1.672, -0.345)  0.2553
H (-2.954, 0.646, -1.657)  0.2273
H (2.023, -1.508, 2.099)  0.3143
H (2.335, -2.055, 0.430)  0.3181
H (0.674, -2.096, 1.090)  0.3143
H (0.878, 0.517, -1.841)  0.3963
H (-0.099, -0.872, -1.145)  0.3800

Output
HOMO energy (alpha / beta)	-8.9 / -8.2	eV


Result of the stability comparison: 2) is the least stable of them.


1) Formula: C2H9NO4
Source: the Open Molecules 2025 dataset
Level of theory: ωB97M-V with the def2-TZVPD basis set

Each line ends with the Löwdin spin population.
Atoms and positions in Å:
O (-1.617, 1.779, 0.581)  0.2661
C (-0.538, 1.264, 0.454)  0.0224
O (0.218, 1.611, -0.649)  0.0295
C (-0.140, 0.199, 1.425)  0.1025
N (0.338, -0.804, 0.478)  0.4784
H (0.404, 2.568, -0.703)  -0.0002
H (0.721, 0.430, 2.100)  0.0618
H (-0.997, -0.067, 2.119)  0.0098
H (1.203, -0.485, 0.030)  0.0114
H (0.722, -1.593, 1.004)  0.0185
H (6.619, -2.018, -1.886)  0.0000
H (7.060, -1.450, -0.561)  0.0000
O (7.397, -1.654, -1.446)  0.0000
H (-5.843, -2.239, -0.438)  0.0000
H (-6.398, -1.088, -1.243)  0.0000
O (-6.244, -1.369, -0.329)  0.0000

Output
expectation value of S²	0.7566
2S+1	2
net charge	+1
HOMO energy (alpha / beta)	-13.6 / -13.6	eV


2) Formula: C2H9NO4
Source: the Open Molecules 2025 dataset
Level of theory: ωB97M-V with the def2-TZVPD basis set

Each line ends with the Löwdin spin population.
Atoms and positions in Å:
O (-0.643, 0.207, -0.551)  0.0319
C (0.380, -0.373, -0.362)  0.0521
O (0.826, -1.317, -1.166)  0.0176
C (1.280, -0.333, 0.851)  0.0896
N (0.781, 0.269, 2.031)  0.6689
H (0.249, -1.257, -2.035)  0.0014
H (1.703, -1.466, 1.092)  0.0138
H (2.348, 0.062, 0.537)  0.0157
H (0.593, 1.210, 2.009)  0.0148
H (0.057, -0.246, 2.511)  0.0162
H (-1.159, 1.307, 0.701)  0.0003
H (-1.163, 2.779, 0.792)  0.0012
O (-1.153, 1.998, 1.374)  0.0705
H (-1.461, -0.167, -2.481)  0.0000
H (-1.574, -1.649, -2.402)  0.0001
O (-1.062, -1.024, -2.901)  0.0058

Output
expectation value of S²	0.7548
2S+1	2
net charge	+1
HOMO energy (alpha / beta)	-15.7 / -15.7	eV


Result of the stability comparison: 1) is the least stable of them.


1) Formula: C5H9P
Source: the Open Molecules 2025 dataset
Level of theory: ωB97M-V with the def2-TZVPD basis set

Each line ends with the Mulliken charge.
Atoms and positions in Å:
C (-0.152, 1.939, -0.744)  -0.4508
C (-0.081, 1.881, 0.548)  -0.2299
C (0.869, 0.947, -0.143)  -0.4531
C (1.019, -1.626, 0.385)  -1.2892
C (0.472, -0.513, -0.484)  0.0778
P (-3.693, -0.406, 0.033)  0.0094
H (-3.020, -0.623, 1.216)  0.0225
H (-0.351, 1.924, 1.575)  0.4021
H (1.948, 1.133, -0.311)  0.3308
H (1.124, -1.235, 1.348)  0.4251
H (1.915, -1.945, -0.081)  0.3227
H (0.380, -2.438, 0.236)  0.3453
H (-0.591, -0.460, -0.365)  -0.1129
H (0.816, -0.764, -1.537)  0.2526
H (-0.654, 2.186, -1.676)  0.3476

Output
HOMO energy (alpha / beta)	-8.8 / -8.8	eV


2) Formula: C5H9P
Source: the Open Molecules 2025 dataset
Level of theory: ωB97M-V with the def2-TZVPD basis set

Each line ends with the Mulliken charge.
Atoms and positions in Å:
C (3.361, 0.703, 0.158)  -0.8197
C (2.406, -0.135, -0.116)  0.1666
C (-0.079, -0.579, 0.107)  -0.5970
C (1.023, 0.183, -0.165)  -0.1003
C (-2.591, -0.821, 0.122)  -0.7570
P (-3.623, 0.520, -0.165)  -0.0518
H (4.361, 0.431, 0.160)  0.3169
H (3.037, 1.723, 0.118)  0.2438
H (2.592, -1.272, -0.073)  0.2127
H (-2.409, -1.178, 1.088)  0.3936
H (-0.046, -1.697, 0.168)  0.2016
H (0.923, 1.212, -0.265)  0.2762
H (-2.407, -1.559, -0.528)  0.4562
H (-3.093, 1.264, -1.102)  0.0217
H (-3.213, 1.363, 0.869)  0.0365

Output
HOMO energy (alpha / beta)	-8.6 / -7.9	eV


Result of the stability comparison: 2) is the least stable of them.


1) Formula: C3H11NO3
Source: the Open Molecules 2025 dataset
Level of theory: ωB97M-V with the def2-TZVPD basis set

Each line ends with the Löwdin spin population.
Atoms and positions in Å:
C (1.211, -0.289, -0.894)  0.0935
C (1.807, 0.592, 0.244)  0.0754
O (1.536, 1.902, -0.140)  0.0068
N (-0.203, -0.314, -0.936)  0.6205
C (-0.956, -1.399, -0.393)  0.0707
O (-2.169, -1.613, -1.126)  0.0313
H (1.767, -1.221, -0.745)  0.0009
H (1.481, 0.173, -1.853)  0.0342
H (1.321, 0.157, 1.151)  0.0001
H (2.867, 0.394, 0.393)  0.0060
H (1.519, 2.563, 0.563)  0.0016
H (-0.635, 0.615, -0.949)  0.0122
H (-1.160, -1.165, 0.670)  0.0378
H (-0.392, -2.319, -0.472)  0.0070
H (-1.783, -1.805, -1.981)  0.0004
H (-2.349, 0.493, 2.227)  0.0005
H (-2.156, 2.046, 2.168)  0.0000
O (-1.706, 1.190, 2.075)  0.0010

Output
expectation value of S²	0.7546
2S+1	2
net charge	+1
HOMO energy (alpha / beta)	-15.2 / -15.2	eV


2) Formula: C3H11NO3
Source: the Open Molecules 2025 dataset
Level of theory: ωB97M-V with the def2-TZVPD basis set

Each line ends with the Löwdin spin population.
Atoms and positions in Å:
C (1.681, -0.995, -0.626)  0.0672
N (0.343, -0.797, -0.059)  0.5756
C (-0.804, -0.546, -0.858)  0.0900
C (-1.175, 0.979, -0.544)  0.0781
O (-2.128, 1.442, -1.072)  0.0880
H (2.321, -0.537, 0.125)  0.0127
H (1.990, -1.996, -0.906)  0.0330
H (1.877, -0.360, -1.498)  0.0037
H (0.173, -1.275, 0.822)  0.0120
H (-1.600, -1.272, -0.645)  0.0174
H (-0.722, -0.585, -1.939)  0.0074
H (-0.581, 1.569, 0.173)  0.0124
H (-2.522, -0.947, 2.480)  0.0000
H (-3.010, -0.268, 1.195)  0.0000
O (-3.057, -1.097, 1.675)  0.0001
H (2.403, 2.746, -0.010)  -0.0001
H (2.037, 1.661, 0.941)  0.0005
O (2.775, 2.277, 0.747)  0.0019

Output
expectation value of S²	0.7554
2S+1	2
net charge	+1
HOMO energy (alpha / beta)	-15.3 / -15.3	eV


Result of the stability comparison: 2) is the least stable of them.


1) Formula: C4H8N2O2
Source: the Open Molecules 2025 dataset
Level of theory: ωB97M-V with the def2-TZVPD basis set

Each line ends with the Mulliken charge.
Atoms and positions in Å:
C (-1.306, -0.079, 1.195)  -0.7658
C (0.305, -0.206, -0.454)  0.3862
C (1.237, 0.869, 0.195)  -0.1744
C (2.547, 0.507, 0.549)  -0.7845
H (-0.814, 0.309, 2.132)  0.2438
H (-2.375, 0.119, 1.414)  0.3106
H (-1.007, -1.303, 1.056)  0.2921
H (-1.883, 1.140, -1.583)  0.4091
H (0.723, 1.788, 0.139)  0.4136
H (2.643, -0.623, 0.680)  0.2088
H (3.370, 1.135, 0.947)  0.2950
H (-1.112, -1.373, -1.965)  0.3939
N (-0.975, 0.501, -0.138)  0.0835
N (0.823, -1.100, -1.262)  -0.3272
O (-1.990, 0.219, -1.013)  -0.5432
O (-0.187, -1.902, -1.893)  -0.4414

Output
HOMO energy	-9.1	eV


2) Formula: C4H8N2O2
Source: the Open Molecules 2025 dataset
Level of theory: ωB97M-V with the def2-TZVPD basis set

Each line ends with the Mulliken charge.
Atoms and positions in Å:
C (-0.610, 0.297, -2.151)  0.3030
C (-1.085, 1.270, -3.147)  -0.7546
C (1.248, 0.499, 1.540)  -1.2250
C (-0.128, -0.044, 1.802)  -0.3158
N (-0.306, -0.361, -1.257)  -0.3298
N (-0.146, -1.352, 1.971)  0.7201
O (-1.069, -2.063, 2.344)  -0.7158
O (1.021, -2.082, 1.590)  -0.4800
H (-2.136, 1.467, -2.992)  0.2706
H (-0.497, 2.115, -2.940)  0.2539
H (-0.970, 0.787, -4.155)  0.2629
H (1.143, 1.522, 1.400)  0.4189
H (2.080, 0.253, 2.181)  0.3199
H (1.558, 0.351, 0.532)  0.3764
H (-1.032, 0.268, 2.117)  0.5640
H (0.928, -2.926, 1.164)  0.3315

Output
HOMO energy (alpha / beta)	-8.3 / -8.3	eV


Result of the stability comparison: 1) is the least stable of them.


1) Formula: H31O15
Source: the Open Molecules 2025 dataset
Level of theory: ωB97M-V with the def2-TZVPD basis set

Each line ends with the Mulliken charge.
Atoms and positions in Å:
O (0.501, -0.574, -4.299)  -0.5721
H (1.255, -0.257, -3.796)  0.2489
H (0.614, -0.244, -5.193)  0.2794
O (2.208, 3.057, -0.513)  -0.5197
H (2.424, 3.951, -0.255)  0.2585
H (3.022, 2.693, -0.853)  0.2317
O (-0.914, -2.672, -2.593)  -0.4822
H (-0.128, -2.273, -2.056)  0.4572
H (-1.784, -2.446, -2.025)  0.4732
O (2.825, 0.781, -2.358)  -0.6354
H (3.620, 1.266, -2.602)  0.3015
H (2.796, 0.920, -1.395)  0.2053
O (0.034, 1.078, -0.301)  -0.4656
H (-0.731, 1.666, -0.365)  0.1792
H (0.815, 1.655, -0.381)  0.3141
O (0.712, -1.141, -1.604)  -0.3518
H (1.547, -0.802, -1.947)  0.3645
H (-1.058, -2.057, -3.334)  0.3948
O (2.302, -0.798, 3.979)  -0.6205
H (2.341, -0.491, 4.895)  0.3068
H (3.150, -0.462, 3.652)  0.3219
O (-2.260, -1.619, 0.645)  -0.6603
H (-1.351, -1.765, 0.969)  0.3245
H (-2.420, -0.724, 0.996)  0.4842
O (-1.769, 3.559, 0.344)  -0.5692
H (-2.604, 3.086, 0.357)  0.2981
H (-1.885, 4.409, -0.081)  0.2742
O (0.615, -0.688, 1.978)  -0.5350
H (0.605, -0.497, -0.856)  0.2750
O (2.709, 0.752, 0.724)  -0.6093
H (2.652, 1.467, 1.374)  0.3479
H (2.033, 0.194, 1.159)  0.2326
O (-2.797, 1.119, 1.233)  -0.6896
H (-3.739, 1.062, 1.323)  0.2839
H (-2.299, 1.217, 2.053)  0.4355
O (-3.179, -2.107, -1.766)  -0.6768
H (-2.953, -1.392, -1.148)  0.3782
H (-3.616, -2.854, -1.349)  0.3495
O (0.091, -2.915, 0.666)  -0.6264
H (0.843, -3.447, 0.382)  0.2671
H (0.195, -2.952, 1.623)  0.2017
O (-1.262, 1.702, 3.447)  -0.6401
H (-0.928, 0.890, 3.842)  0.2948
H (-1.189, 2.377, 4.129)  0.2670
H (1.070, -0.582, 2.850)  0.3369
H (0.098, 0.117, 1.829)  0.2657

Output
net charge	+1
HOMO energy	-13.7	eV


2) Formula: H31O15
Source: the Open Molecules 2025 dataset
Level of theory: ωB97M-V with the def2-TZVPD basis set

Each line ends with the Mulliken charge.
Atoms and positions in Å:
O (-1.424, 0.609, -3.500)  -0.6742
H (-2.167, 0.882, -4.042)  0.2984
H (-0.878, 1.426, -3.357)  0.4227
O (-1.349, -0.888, -1.391)  -0.5430
H (-1.378, -0.234, -2.163)  0.4451
H (-0.417, -1.675, -1.252)  0.4246
O (-0.093, 2.681, -2.427)  -0.7030
H (0.894, 2.792, -2.409)  0.3234
H (-0.221, 3.538, -2.869)  0.3745
O (-3.033, 0.336, 1.423)  -0.7192
H (-3.799, 0.910, 1.627)  0.3407
H (-2.357, 0.889, 0.984)  0.4550
O (2.006, -1.136, 1.053)  -0.5803
H (2.545, -0.347, 0.903)  0.2876
H (1.304, -0.702, 1.557)  0.2719
O (-0.962, 1.601, 0.044)  -0.5432
H (-1.787, -0.439, -0.656)  0.2470
H (-0.827, 2.251, -0.670)  0.2938
O (-1.710, 0.756, 3.793)  -0.6412
H (-2.082, 0.250, 4.518)  0.2810
H (-2.294, 0.717, 3.004)  0.4056
O (1.731, -0.899, -3.196)  -0.6619
H (1.774, -1.855, -3.088)  0.3053
H (1.362, -0.637, -4.048)  0.2708
O (0.585, -2.269, -1.416)  -0.5727
H (1.293, -1.965, -0.818)  0.2943
H (0.461, -3.110, -0.758)  0.6400
O (-0.050, 2.972, 2.480)  -0.5944
H (-0.274, 1.896, 0.668)  0.2156
O (-1.725, -2.179, 1.781)  -0.6093
H (-2.634, -2.289, 2.107)  0.3113
H (-1.607, -1.224, 1.869)  0.2861
O (0.070, -3.305, 3.846)  -0.6027
H (-0.843, -3.030, 3.855)  0.2980
H (0.674, -2.633, 4.204)  0.3082
O (3.099, 0.642, -1.404)  -0.7258
H (2.648, 0.040, -2.038)  0.4467
H (4.016, 0.627, -1.710)  0.3517
O (2.426, 3.251, -1.786)  -0.6936
H (2.796, 2.361, -1.944)  0.3617
H (3.064, 3.891, -1.477)  0.2866
O (0.405, -3.808, 0.574)  -0.6339
H (1.274, -3.991, 0.935)  0.3521
H (-0.065, -3.294, 1.251)  0.3199
H (0.175, 3.873, 2.717)  0.2901
H (-0.629, 2.720, 3.226)  0.2887

Output
net charge	+1
HOMO energy	-13.7	eV


Result of the stability comparison: 1) is the least stable of them.